1.
{"formula": "C3H9O2SSi", "method": "ωB97M-V/def2-TZVPD", "charge": -1, "e_homo_ha": -0.113, "multiplicity": 1, "orbital_gap_ha": 0.245, "e_tot_ev": -26064.6822, "symbols": ["S", "Si", "O", "O", "C", "C", "C", "H", "H", "H", "H", "H", "H", "H", "H", "H"], "xyz": [[-3.56780, -0.71506, -4.15719], [-0.63814, -0.85196, -3.05871], [-0.65639, -1.23504, -0.85709], [-1.97472, -1.27795, -3.74924], [0.48017, 1.19461, 0.61955], [-0.78772, -0.99133, 0.56885], [0.45225, -0.25298, 1.09347], [0.31052, -1.89906, -3.35070], [0.47431, -0.29278, 2.18975], [1.43979, 1.66504, 0.83448], [-0.30600, 1.76967, 1.10777], [-0.86247, -1.98011, 1.04297], [-0.27764, 0.55766, -3.03264], [0.30749, 1.21488, -0.45346], [-1.69879, -0.41399, 0.78471], [1.33740, -0.77411, 0.71461]], "forces_ev_per_a": [[-0.3, 0.3, 0.0], [-1.2, -0.6, 3.7], [0.2, 0.3, -1.4], [0.3, -0.3, -0.1], [0.1, -0.2, 0.1], [0.6, 0.0, -2.2], [-0.3, 0.0, -0.1], [0.6, 0.0, 0.0], [0.0, 0.0, 0.0], [0.0, 0.1, 0.0], [-0.1, 0.1, 0.0], [-0.1, 0.1, 0.1], [0.2, 0.3, -0.1], [0.0, 0.1, -0.1], [0.0, 0.0, 0.1], [-0.1, -0.1, 0.1]]}



2.
{"formula": "C3H3N2O2", "method": "ωB97M-V/def2-TZVPD", "charge": -1, "e_homo_ha": -0.052, "multiplicity": 1, "orbital_gap_ha": 0.182, "e_tot_ev": -10233.2427, "symbols": ["O", "O", "N", "N", "C", "C", "C", "H", "H", "H"], "xyz": [[1.40692, -1.26223, 2.54396], [2.23442, -1.08833, 0.35587], [0.09510, 1.55859, 0.92096], [-2.08573, 0.04965, -1.31754], [1.67095, -1.16266, 1.39316], [-0.35464, 0.62579, 0.20340], [-0.79934, 0.08239, -0.98331], [0.28372, 2.41416, 0.51728], [-2.32472, -0.48106, -2.17768], [-0.12669, -0.73628, -1.45610]], "forces_ev_per_a": [[-0.1, 0.0, -2.3], [-1.3, -0.3, 1.4], [-0.4, -2.5, 1.8], [-0.9, 0.5, -0.8], [1.3, 0.4, 0.7], [0.6, -0.5, 0.1], [-0.2, -1.9, -0.7], [0.4, 2.5, -1.9], [0.9, 0.2, 0.9], [-0.3, 1.6, 0.6]]}



3.
{"formula": "AgClF6N3O12S6", "method": "ωB97M-V/def2-TZVPD", "charge": -2, "e_homo_ha": [-0.131, -0.131], "s_squared": 0.7556, "multiplicity": 2, "orbital_gap_ha": [0.289, 0.195], "e_tot_ev": -126878.6741, "symbols": ["Ag", "Cl", "S", "S", "S", "S", "S", "S", "F", "F", "F", "F", "F", "F", "O", "O", "O", "O", "O", "O", "O", "O", "O", "O", "O", "O", "N", "N", "N"], "xyz": [[-1.76767, -0.80987, -0.04860], [-0.74074, -2.96812, -0.34035], [-1.40859, 1.05859, 2.27524], [-0.23617, -1.40099, 2.78050], [-4.07743, -1.08850, -2.49332], [3.89872, 0.02507, -0.92401], [3.94729, 1.81626, 1.38604], [-1.53592, 0.12373, -3.06091], [-0.29762, 2.07796, 2.12085], [0.47761, -0.51386, 3.92599], [-0.91864, -0.93940, -3.85711], [3.49185, 1.37269, -1.67011], [-4.51869, -1.48673, -0.98443], [2.39062, 2.19344, 1.30288], [-1.81551, 1.17088, 3.61421], [-4.83649, 0.02770, -2.93794], [5.27414, -0.21815, -1.14968], [2.90141, -0.89779, -1.25879], [-0.52991, 0.72864, -2.27321], [-2.34826, 1.34339, 1.24179], [4.12435, 1.79074, 2.79828], [-4.04586, -2.35408, -3.15030], [-2.33339, 0.95910, -3.96915], [4.66939, 2.71202, 0.54740], [0.87621, -1.99048, 2.19729], [-1.21576, -2.17003, 3.41112], [-0.74737, -0.27836, 1.73248], [-2.60809, -0.62366, -1.90101], [3.93053, 0.33987, 0.68486]], "forces_ev_per_a": [[0.6, -0.3, 0.3], [-0.4, 0.2, -0.1], [-1.0, -0.4, -1.2], [2.6, 1.5, 0.2], [1.8, -0.3, 2.4], [1.4, 2.0, 4.6], [-0.9, -3.7, -2.5], [-5.1, 4.5, 2.6], [1.1, 0.8, -0.2], [-1.2, 0.0, -0.3], [1.3, -3.0, -1.9], [0.2, -0.3, 0.0], [-0.7, 0.4, -0.9], [0.2, 0.6, -0.3], [-0.2, -0.4, 1.3], [-0.4, -0.7, 0.0], [1.1, -0.5, -2.4], [-1.1, -1.0, -0.8], [0.5, -0.2, 0.1], [-0.9, 0.8, -0.8], [0.6, -0.2, 0.1], [-0.4, 0.6, -0.5], [1.6, -2.0, 1.2], [0.0, 1.3, 0.3], [1.4, -1.6, -1.1], [-1.8, -0.4, 0.9], [0.0, -0.4, 1.8], [1.0, 0.8, -3.8], [-1.3, 1.8, 0.9]]}



4.
{"formula": "C28H78O16", "method": "ωB97M-V/def2-TZVPD", "charge": 0, "e_homo_ha": -0.350, "multiplicity": 1, "smiles": "CC(C)O.CC(C)O.CC(C)O.CC(C)O.CC(C)O.CC(C)O.OCCO.OCCO.OCCO.OCCO.OCCO", "orbital_gap_ha": 0.361, "e_tot_ev": -63057.2000, "symbols": ["O", "O", "O", "O", "O", "O", "O", "O", "O", "O", "O", "O", "O", "O", "O", "O", "C", "C", "C", "C", "C", "C", "C", "C", "C", "C", "C", "C", "C", "C", "C", "C", "C", "C", "C", "C", "C", "C", "C", "C", "C", "C", "C", "C", "H", "H", "H", "H", "H", "H", "H", "H", "H", "H", "H", "H", "H", "H", "H", "H", "H", "H", "H", "H", "H", "H", "H", "H", "H", "H", "H", "H", "H", "H", "H", "H", "H", "H", "H", "H", "H", "H", "H", "H", "H", "H", "H", "H", "H", "H", "H", "H", "H", "H", "H", "H", "H", "H", "H", "H", "H", "H", "H", "H", "H", "H", "H", "H", "H", "H", "H", "H", "H", "H", "H", "H", "H", "H", "H", "H", "H", "H"], "xyz": [[18.10903, 11.30438, -14.21806], [13.01218, 15.37452, -10.56943], [20.61664, 12.84689, -20.29440], [18.31813, 13.21249, -16.52035], [20.03364, 17.82462, -15.89321], [15.72408, 19.38468, -12.73217], [15.38979, 13.46349, -16.83113], [22.10724, 19.22472, -14.60573], [18.83230, 9.30274, -12.37505], [22.29527, 14.99783, -19.20538], [22.57804, 15.92729, -16.48877], [14.87269, 17.55245, -17.85003], [18.42124, 14.52533, -21.61115], [20.82915, 19.27300, -18.06099], [20.92479, 11.91974, -17.48966], [12.28896, 15.06351, -13.11883], [22.10040, 16.36632, -18.80876], [23.03990, 16.64110, -17.63135], [14.38812, 18.20281, -19.02642], [17.69223, 15.46092, -20.80118], [14.94988, 19.60113, -19.04379], [21.10006, 11.10332, -18.66270], [23.61093, 19.06096, -12.78618], [15.02890, 11.12798, -16.37432], [18.29222, 16.84667, -20.91694], [20.19366, 11.60622, -19.75512], [12.85756, 18.24212, -18.98781], [19.65218, 19.67672, -17.35642], [18.80595, 14.47702, -16.01846], [22.22453, 18.72126, -13.25740], [18.28221, 9.95144, -14.62126], [17.97236, 9.00237, -13.47440], [14.04077, 15.02761, -11.47145], [17.01712, 17.49317, -13.00594], [17.71335, 14.96136, -19.36539], [19.69798, 14.20771, -14.79571], [18.08988, 19.65868, -12.30729], [19.06188, 18.42473, -16.74511], [13.64976, 15.42261, -12.87944], [21.83214, 17.25806, -13.21557], [13.31523, 12.92812, -15.82914], [14.78474, 12.55043, -15.88480], [17.60845, 15.33244, -15.73503], [16.86184, 18.74621, -12.15666], [22.23065, 16.65863, -12.39648], [14.18754, 13.93936, -11.45800], [14.62739, 16.62292, -17.90658], [19.38173, 16.86063, -20.81317], [13.19403, 13.97092, -16.14504], [18.17689, 20.38686, -11.49864], [18.09729, 7.96094, -13.76292], [16.66219, 15.47036, -21.15718], [12.40971, 18.94477, -18.28273], [15.19020, 10.39770, -15.55783], [17.95412, 16.97451, -12.80897], [18.88041, 20.10943, -18.00248], [12.89450, 12.75562, -14.84131], [14.39369, 20.13746, -18.26622], [20.77692, 17.55867, -16.45109], [16.11102, 16.89285, -12.98837], [21.07561, 16.44264, -18.44463], [18.72504, 17.71377, -17.50875], [12.10847, 15.22630, -14.04821], [21.63720, 11.71331, -16.87754], [12.40616, 18.48871, -19.95672], [23.69586, 18.60608, -11.79103], [17.35820, 13.93010, -19.30728], [17.08884, 17.88429, -14.02602], [19.34502, 9.87062, -14.84539], [14.71220, 20.21273, -19.91556], [19.14535, 11.66650, -19.45134], [19.03917, 12.62824, -16.77080], [15.25589, 19.98891, -12.15105], [18.02764, 16.29174, -15.42203], [19.05144, 14.22972, -13.91694], [18.10551, 17.37274, -21.85606], [21.21482, 20.07311, -18.43056], [19.00356, 19.05745, -12.26375], [17.64593, 9.76275, -15.49042], [19.28632, 14.47091, -21.18524], [14.96753, 15.51464, -11.17374], [13.72701, 16.51116, -13.02761], [23.83538, 20.11758, -12.88097], [21.45682, 19.28364, -12.70720], [19.93081, 20.36373, -16.55452], [17.06704, 15.52074, -16.66051], [24.04108, 16.28327, -17.89093], [23.07332, 17.71606, -17.44749], [20.34602, 15.08701, -14.73694], [18.47297, 10.10365, -11.98287], [12.72076, 12.49705, -16.64062], [16.94912, 14.96953, -14.94811], [16.01414, 19.66132, -18.82642], [20.92542, 10.03408, -18.48213], [15.28646, 12.79757, -14.94116], [16.83312, 18.56595, -11.07573], [20.22220, 13.26177, -14.86446], [14.31586, 15.06119, -13.67399], [18.59940, 15.17238, -18.77787], [24.39843, 18.50654, -13.30977], [18.14464, 18.69985, -16.22023], [16.79704, 15.41381, -18.94938], [15.91988, 10.99463, -16.97998], [16.32772, 13.49947, -16.59464], [22.95361, 14.95311, -19.90447], [18.06842, 20.19874, -13.25473], [20.76924, 17.07987, -13.37522], [17.89165, 17.51465, -20.14563], [22.17247, 11.13108, -18.88528], [14.09340, 10.70375, -16.74387], [20.29004, 10.88322, -20.56960], [12.45736, 17.24082, -18.79736], [14.56702, 17.53010, -19.87561], [22.28492, 17.07126, -19.61959], [21.00277, 13.41962, -19.61879], [19.39219, 14.82395, -16.87877], [12.17564, 15.39585, -11.04687], [22.30857, 15.07273, -16.85368], [16.94335, 9.18089, -13.14012], [17.17967, 11.54591, -14.15836], [22.27921, 16.79286, -14.10775], [21.39169, 18.78297, -15.09272]], "forces_ev_per_a": [[0.3, 0.1, 0.4], [0.2, 0.3, 0.4], [0.1, 0.2, -0.1], [-1.2, 0.0, 0.1], [-0.6, -0.1, 0.1], [-0.5, -0.1, 0.2], [-0.2, -0.1, 0.2], [0.4, 0.0, -0.2], [-0.2, -0.5, -0.1], [-0.4, 0.0, -0.2], [-0.1, 0.2, -0.3], [0.3, 0.2, 0.0], [-0.3, 0.6, -0.2], [-0.3, 0.3, -0.2], [-0.3, -0.2, 0.0], [0.2, -0.5, 0.1], [0.8, -0.2, 0.6], [-0.3, -0.1, -0.6], [-1.3, -0.6, 0.0], [1.2, -0.6, 0.0], [-0.4, 0.6, 0.3], [0.4, -0.1, 0.7], [0.3, -1.4, 0.4], [-0.4, -1.3, 1.7], [0.0, 1.0, 0.0], [0.8, 0.1, -0.5], [-0.8, -0.2, -0.5], [-0.2, -0.6, 0.1], [0.5, -2.3, -0.4], [-1.2, 0.6, -1.0], [-0.4, 0.3, 0.3], [0.0, 0.8, 0.3], [-0.6, -0.6, -0.6], [0.2, 0.9, -0.3], [-2.5, 0.2, -0.2], [-0.8, 1.5, -0.4], [0.3, -0.2, 0.0], [0.2, 0.2, -0.3], [0.2, 1.4, -0.9], [0.8, -0.9, -1.2], [-0.2, 0.5, -0.5], [0.6, 1.0, -1.2], [0.8, 1.1, -0.4], [0.9, 0.6, -0.3], [-0.3, 0.4, 0.4], [0.1, 0.0, 0.1], [0.0, 0.0, 0.1], [0.0, -0.3, 0.2], [0.4, 0.2, 0.8], [-0.2, 0.1, 0.0], [0.1, 0.0, 0.1], [0.0, -0.1, -0.1], [0.3, -0.1, 0.3], [0.1, 0.5, 0.3], [-0.2, -0.3, 0.2], [0.3, 0.2, -0.2], [-0.3, -0.1, -0.1], [0.4, -0.1, 0.3], [0.0, -0.2, 0.0], [0.2, -0.3, 0.3], [-0.1, 0.1, -0.3], [0.2, 0.0, -0.2], [-0.1, 0.0, 0.0], [-0.1, 0.1, 0.1], [0.4, 0.2, -0.1], [0.1, 0.9, 0.3], [0.8, -0.3, -0.2], [0.0, -0.2, -0.1], [0.0, -0.1, -0.3], [0.1, -0.5, -0.4], [0.0, -0.1, 0.3], [0.3, 0.1, 0.1], [0.3, 0.0, 0.3], [-0.3, 0.1, 0.2], [0.2, -0.3, 0.1], [-0.2, -0.4, -0.2], [0.2, -0.1, 0.0], [0.0, 0.0, -0.1], [0.2, -0.3, -0.1], [0.1, -0.5, -0.2], [0.0, 0.1, 0.0], [0.0, 0.0, 0.5], [-0.1, 0.1, 0.4], [0.4, 0.1, 0.5], [-0.1, 0.1, 0.0], [-0.2, 0.0, 0.1], [0.1, 0.2, -0.1], [0.0, -0.1, 0.4], [0.4, -0.3, 0.3], [0.2, 0.1, 0.0], [0.1, -0.8, 0.4], [0.1, -0.3, 0.0], [0.0, -0.1, -0.1], [-0.5, 0.2, 0.3], [-0.3, -0.5, 0.3], [-0.9, -0.3, -0.1], [0.2, 0.0, 0.0], [0.0, -0.6, 0.3], [0.1, 0.0, -0.1], [-0.3, 0.1, -0.5], [0.3, -0.1, 0.5], [0.6, 0.5, 0.7], [-0.3, 0.3, -0.5], [0.2, -0.2, -0.5], [0.0, 0.0, 0.0], [0.0, -0.1, -0.1], [-0.1, 0.2, 0.4], [0.0, -0.1, 0.1], [-0.2, 0.3, -0.7], [0.3, 0.2, -1.0], [-0.3, 0.0, 0.0], [0.1, 0.0, 0.3], [0.8, 0.5, -0.2], [-0.2, -0.1, -0.1], [0.0, 0.0, 0.2], [0.1, 0.8, 0.4], [0.0, -0.1, -0.1], [0.0, -0.1, 0.3], [-0.2, -0.3, -0.2], [-0.1, -0.2, -0.2], [0.1, 0.1, 0.1], [0.0, 0.1, 0.6]]}